[1]
Molecular formula: C4H10NO
Method: DFT, ωB97M-V/def2-TZVPD

Each line ends with the Löwdin charge.
Geometry (Å):
C (-2.14, 1.63, 0.59)  0.014
C (0.16, 1.72, -0.13)  0.172
N (-0.88, 1.04, 0.11)  0.015
H (-2.67, 0.87, 1.15)  0.110
H (-2.77, 1.87, -0.26)  0.114
H (-1.93, 2.51, 1.17)  0.106
H (0.20, 2.78, 0.09)  0.129
H (1.09, 1.25, -0.44)  0.118
H (-0.80, 0.00, -0.01)  0.109
O (-0.41, -1.65, -0.47)  0.012
C (0.65, -1.85, 0.08)  -0.279
C (1.95, -2.06, -0.62)  -0.031
H (0.69, -1.73, 1.18)  0.133
H (2.47, -2.94, -0.24)  0.097
H (2.63, -1.21, -0.51)  0.089
H (1.77, -2.23, -1.69)  0.094

- Total energy: -7840.048 eV
- E_HOMO: -14.4 eV
- LUMO: -4.9 eV
- Charge: +1
- 2S+1: 1
- Energy relative to the best compared isomer or geometry (same formula, charge and spin): 122.4 kJ/mol

[2]
Molecular formula: C4H10NO
Method: DFT, ωB97M-V/def2-TZVPD

Each line ends with the Löwdin charge.
Geometry (Å):
N (0.02, 1.00, 2.04)  0.194
C (0.38, -0.21, 1.22)  -0.168
C (-0.46, -0.16, -0.05)  -0.231
C (0.44, -0.45, -1.19)  -0.191
C (-0.35, -0.56, -2.53)  -0.181
O (-1.47, 0.00, -2.59)  0.006
H (-0.97, 0.85, 2.30)  0.191
H (0.58, 1.13, 2.90)  0.186
H (0.31, 1.76, 1.40)  0.175
H (1.43, -0.31, 0.93)  0.133
H (0.08, -1.12, 1.79)  0.149
H (-0.76, 0.86, -0.34)  0.131
H (-1.37, -0.75, 0.20)  0.148
H (0.95, -1.48, -1.34)  0.153
H (1.20, 0.43, -1.22)  0.159
H (-0.02, -0.99, -3.53)  0.146

- Total energy: -7839.265 eV
- E_HOMO: -13.2 eV
- LUMO: -4.0 eV
- Structure (SMILES): [NH3+]CCCC=O
- Charge: +1
- 2S+1: 1
- Energy relative to the best compared isomer or geometry (same formula, charge and spin): 198.0 kJ/mol

[3]
Molecular formula: C4H10NO
Method: DFT, ωB97M-V/def2-TZVPD

Each line ends with the Löwdin spin population.
Geometry (Å):
C (2.54, -0.86, -0.29)  0.126
C (1.86, 0.44, -0.35)  0.719
C (-2.37, 0.12, 0.33)  0.015
C (0.98, 0.84, 0.61)  0.653
N (-3.45, -0.35, -0.17)  0.003
O (-1.37, 0.23, -0.47)  0.220
H (3.67, -0.82, -0.58)  0.035
H (2.13, -1.44, -1.12)  0.044
H (1.95, 1.01, -1.37)  0.016
H (-2.08, 0.22, 1.37)  0.002
H (0.63, 1.97, 0.78)  0.042
H (1.04, 0.20, 1.49)  0.020
H (-0.26, 0.65, -0.15)  0.102
H (-4.35, -0.32, 0.41)  0.003
H (-3.46, -0.52, -1.20)  0.001
H (2.54, -1.38, 0.70)  -0.002

- Total energy: -7835.009 eV
- E_HOMO (alpha / beta): -10.3 / -15.8 eV
- LUMO (alpha / beta): -3.7 / -7.5 eV
- Charge: +1
- 2S+1: 3
- Energy relative to the best compared isomer or geometry (same formula, charge and spin): 119.2 kJ/mol